[1]
The following is a DFT calculation (ωB97M-V with the def2-TZVPD basis set) of a structure of composition C5H8CoMgO5 in a non-equilibrium geometry.

Its HOMO-LUMO gap (spin up / spin down) is 4.59 / 7.20 eV. The energy comes out at -2153.5284 Ha. Its net charge is +2. As for the expectation value of S²: 8.77. The highest occupied orbital energy (spin up / spin down) comes out at -13.982 / -18.176 eV. As for the LUMO energy (spin up / spin down): -9.393 / -10.974 eV. For the molecular weight, the calculation gives 231.35 g/mol. The multiplicity is 6.

Cartesian coordinates (Å):
C -0.612 2.054 0.969
O -0.341 2.900 1.838
O -0.801 2.263 -0.255
Mg -1.022 4.332 2.981
O -1.663 0.331 0.891
C -1.056 -0.732 1.572
C 0.366 -0.765 1.055
O 0.251 -0.855 -0.269
C 1.318 -1.077 -1.215
C 0.618 -1.024 -2.575
O -0.224 0.070 -2.664
Co -1.180 0.537 -1.093
H -1.506 -1.737 1.476
H -0.987 -0.511 2.655
H 1.046 -1.488 1.526
H 0.477 0.966 1.244
H 1.792 -2.039 -0.979
H 2.023 -0.241 -1.101
H 0.080 -1.983 -2.718
H 1.420 -1.001 -3.338

***

[2]
The following is a DFT calculation (ωB97M-V with the def2-TZVPD basis set) of a structure of composition C12H12AlBeBrCa2Cl4F5NO16S in a non-equilibrium geometry.

Its HOMO-LUMO gap is 1.47 eV. The energy comes out at -8646.8189 Ha. The highest occupied orbital energy comes out at -6.538 eV. As for the LUMO energy: -5.071 eV. For the molecular weight, the calculation gives 891.14 g/mol. The multiplicity is 1.

Cartesian coordinates (Å):
C -1.771 -0.016 1.529
C -1.794 1.394 1.437
O -2.517 2.067 2.437
C -3.500 2.892 1.913
O -3.208 3.966 1.580
O -4.876 2.480 1.835
C -5.133 1.468 0.791
C -6.134 0.330 1.432
F -5.412 -0.302 2.507
H -0.840 -0.599 1.732
H -2.759 -0.521 1.454
H -1.293 1.906 0.586
H -4.220 0.964 0.402
H -5.673 1.905 -0.106
H -7.014 0.913 1.915
H -6.514 -0.384 0.675
Ca 0.870 -0.678 0.683
N -7.066 3.766 -1.453
O -7.040 5.021 -1.528
O -8.099 3.168 -1.159
O -6.026 3.114 -1.660
O 0.564 -0.294 6.195
S 1.593 -0.266 5.150
O 1.617 1.082 4.543
O 1.280 -1.258 4.112
O 2.893 -0.553 5.757
Be -6.118 6.621 -2.583
C -1.418 -2.059 -3.654
Cl -1.653 -1.080 -5.096
Cl -0.891 -1.038 -2.292
Cl -2.896 -2.925 -3.236
H -0.639 -2.786 -3.855
F 6.972 -0.182 0.905
Al 6.111 -1.500 0.185
F 6.071 -1.290 -1.545
F 4.470 -1.533 0.794
F 6.899 -2.994 0.572
C 4.591 -4.305 -5.816
C 4.068 -4.175 -4.600
C 4.892 -3.722 -3.453
O 4.419 -3.604 -2.344
C 6.317 -3.419 -3.714
C 6.840 -3.550 -4.932
C 6.019 -4.002 -6.077
O 6.492 -4.120 -7.189
H 4.006 -4.636 -6.666
H 3.027 -4.392 -4.392
H 6.901 -3.088 -2.864
H 7.880 -3.333 -5.141
O 2.721 3.823 5.244
Cl 2.151 3.683 6.558
O 2.974 4.353 7.525
O 2.093 2.264 6.896
O 0.823 4.232 6.577
Ca -6.700 2.215 2.704
Br -4.352 4.975 -1.270

***

[3]
The following is a DFT calculation (ωB97M-V with the def2-TZVPD basis set) of an isolated molecule of C22H25BrN2O4 in a non-equilibrium geometry.

Its HOMO-LUMO gap is 7.78 eV. The energy comes out at -3837.7482 Ha. The highest occupied orbital energy comes out at -8.065 eV. As for the LUMO energy: -0.288 eV. For the molecular weight, the calculation gives 461.36 g/mol. The multiplicity is 1.

Cartesian coordinates (Å):
C -5.444 -2.219 1.090
C -4.546 -1.553 2.128
O -3.749 -0.521 1.582
C -2.671 -0.836 0.820
C -2.181 -2.114 0.612
C -1.055 -2.308 -0.180
C -0.552 -3.690 -0.335
O -1.251 -4.675 -0.440
N 0.823 -3.833 -0.328
N 1.634 -2.821 -0.053
C 2.903 -2.939 -0.038
C 3.703 -1.771 0.249
Br 5.566 -2.066 -0.044
C 3.140 -0.611 0.638
C 3.651 0.711 0.920
C 4.995 1.035 1.127
C 5.372 2.342 1.373
C 4.428 3.354 1.418
C 3.089 3.047 1.234
C 2.704 1.744 0.997
C -0.442 -1.227 -0.799
C -0.902 0.066 -0.582
O -0.287 1.169 -1.110
C 0.749 1.000 -2.058
C 1.194 2.387 -2.497
C -2.027 0.276 0.233
O -2.552 1.485 0.577
C -2.603 2.542 -0.366
C -3.381 2.168 -1.622
H -6.081 -2.953 1.575
H -4.854 -2.716 0.324
H -6.070 -1.470 0.611
H -3.923 -2.297 2.640
H -5.159 -1.045 2.878
H -2.642 -2.982 1.054
H 1.186 -4.782 -0.463
H 3.419 -3.878 -0.256
H 2.060 -0.692 0.718
H 5.754 0.273 1.119
H 6.416 2.570 1.532
H 4.732 4.373 1.607
H 2.343 3.827 1.281
H 1.657 1.513 0.863
H 0.399 -1.396 -1.448
H 0.381 0.426 -2.920
H 1.596 0.462 -1.610
H 0.358 2.929 -2.931
H 1.567 2.943 -1.641
H 1.986 2.301 -3.235
H -3.120 3.340 0.175
H -1.596 2.882 -0.629
H -4.365 1.792 -1.352
H -3.496 3.043 -2.257
H -2.855 1.397 -2.181

***

[4]
The following is a DFT calculation (ωB97M-V with the def2-TZVPD basis set) of an isolated molecule of Cl6Si2 in a non-equilibrium geometry.

Its HOMO-LUMO gap is 10.85 eV. The energy comes out at -3340.4521 Ha. The highest occupied orbital energy comes out at -11.478 eV. As for the LUMO energy: -0.629 eV. For the molecular weight, the calculation gives 268.89 g/mol. The multiplicity is 1.

Cartesian coordinates (Å):
Cl 1.827 1.589 0.918
Si 0.827 -0.207 0.826
Cl 0.533 -0.749 2.851
Cl 2.205 -1.573 0.113
Si -0.909 0.178 -0.681
Cl -0.672 -1.110 -2.354
Cl -2.900 -0.184 -0.108
Cl -0.912 2.056 -1.564

***

- The highest molecular weight belongs to which entry?
  C12H12AlBeBrCa2Cl4F5NO16S